# 1
This record from the OMol25 dataset describes a 2-piece molecular cluster, C2H9NO2 overall. The level of theory is ωB97M-V/def2-TZVPD.

Each line ends with the natural charge from an NBO analysis.
Element x y z (Å)
1 O -1.6856 -0.1919 -0.5061  -0.761
2 H 1.2422 -1.4108 -1.4316  0.168
3 C -1.3430 -0.2856 0.9423  0.082
4 O 0.8821 0.5801 -1.3310  -0.744
5 C 1.6489 -0.5248 -0.9293  -0.249
6 H -1.3808 1.6854 1.5026  0.357
7 N -0.8848 0.8512 1.8182  -0.842
8 H -0.6291 -1.0685 1.0057  0.150
9 H 0.0858 1.1001 1.6879  0.351
10 H -2.3824 -0.6611 1.5223  0.165
11 H 1.1639 0.9296 -2.1740  0.482
12 H -0.9755 0.1852 -1.0004  0.485
13 H 2.7083 -0.4684 -1.2039  0.173
14 H 1.5498 -0.7205 0.0971  0.181

Forces on the atoms, in the same order (eV/Å):
O -1.08 0.13 2.83
H 0.18 -0.14 0.03
C -3.03 -0.07 1.12
O -0.27 0.88 0.55
C 0.26 -1.14 -2.11
H -0.18 -0.13 0.35
N -0.83 -0.36 -2.00
H 0.68 -0.69 0.39
H 0.31 -0.33 -0.28
H 2.73 0.91 -2.06
H 0.24 -0.10 -0.22
H 1.26 0.50 -0.28
H -0.13 0.29 0.17
H -0.14 0.26 1.50

Output
- LUMO: 0.618 eV
- Orbital gap: 10.2753 eV
- Multiplicity: 1
- HOMO: -0.3549 Eh
- Relative energy (zero: lowest compared OMol25 entry of this formula, charge and spin): 1.109 eV

---

# 2
This record from the OMol25 dataset describes a 2-piece molecular cluster, C2H9NO2 overall. The level of theory is ωB97M-V/def2-TZVPD.

Each line ends with the natural charge from an NBO analysis.
Element x y z (Å)
1 O 0.0113 1.1299 1.1647  -0.727
2 H -0.8551 -0.5809 -3.7940  0.170
3 H 1.6932 0.5133 1.8828  0.136
4 H -1.9009 0.4138 -2.5260  0.164
5 H 0.2530 -1.2681 1.0708  0.368
6 H 1.2536 -1.6225 2.1666  0.368
7 C 0.6666 0.2994 2.1593  0.098
8 H 0.6847 0.7774 3.2502  0.148
9 H -0.1460 0.8612 -3.1178  0.165
10 O -0.3750 -0.6210 -1.7530  -0.741
11 H 0.0895 0.0166 -1.1228  0.482
12 H -0.9732 1.0828 1.3823  0.470
13 N 0.4622 -1.0769 2.0588  -0.858
14 C -0.8638 0.0750 -2.8220  -0.242

Forces on the atoms, in the same order (eV/Å):
O -2.36 -1.39 1.65
H -0.49 0.81 1.95
H 0.59 0.21 -0.05
H 0.96 0.15 -1.11
H -0.41 0.11 0.40
H 2.11 -0.87 0.94
C 2.91 3.67 1.00
H -1.13 -1.20 -1.99
H -0.76 0.33 0.22
O 2.05 -0.16 2.75
H -1.08 -1.24 -1.21
H 1.75 0.22 -0.58
N -3.46 -0.83 -1.52
C -0.68 0.20 -2.43

Output
- LUMO: 0.806 eV
- Orbital gap: 10.3057 eV
- Multiplicity: 1
- HOMO: -0.3491 Eh
- Relative energy (zero: lowest compared OMol25 entry of this formula, charge and spin): 1.517 eV

---

# 3
This record from the OMol25 dataset describes a 3-piece molecular cluster, C2H9NO3 overall. The level of theory is ωB97M-V/def2-TZVPD.

Each line ends with the natural charge from an NBO analysis.
Element x y z (Å)
1 N -0.2777 -1.1844 0.8948  -0.840
2 H -0.1560 -3.8223 -1.4257  0.480
3 H 1.4004 -3.8026 -1.6446  0.485
4 H -0.9189 1.5217 1.8487  0.232
5 H 1.8137 2.8710 -0.4560  0.478
6 O 0.6721 -3.4140 -1.1560  -0.958
7 H 2.6117 4.1120 0.0496  0.467
8 H -0.4545 -1.5369 1.8145  0.393
9 H -0.0095 -1.7859 0.1105  0.428
10 O -0.7820 0.2957 -0.7426  -0.624
11 C -0.8634 -0.0555 0.4198  0.674
12 C -1.6182 0.7930 1.4460  -0.717
13 H -2.0569 0.1939 2.2432  0.207
14 H -2.4336 1.2770 0.9134  0.240
15 O 2.1880 3.7297 -0.7076  -0.944

Forces on the atoms, in the same order (eV/Å):
N 0.10 -0.08 -1.44
H 0.27 -0.16 -0.25
H -0.19 -0.14 -0.16
H -0.14 0.16 0.12
H 0.23 0.45 0.06
O -0.16 0.31 0.45
H 0.21 0.03 0.65
H -0.08 -0.13 -0.02
H 0.36 -0.21 0.85
O 0.10 -0.23 0.12
C -0.60 0.71 0.66
C 0.03 -0.46 -0.50
H 0.20 0.01 0.13
H 0.15 0.25 0.05
O -0.47 -0.49 -0.74

Output
- LUMO: 0.622 eV
- Orbital gap: 10.2537 eV
- Multiplicity: 1
- HOMO: -0.3540 Eh
- Relative energy (zero: lowest compared OMol25 entry of this formula, charge and spin): 0.628 eV

---

# 4
This record from the OMol25 dataset describes a 3-piece molecular cluster, C2H9NO4 overall. The level of theory is ωB97M-V/def2-TZVPD.

Each line ends with the natural charge from an NBO analysis.
Element x y z (Å)
1 H -1.9430 1.7770 0.6629  0.490
2 O -1.6511 2.6847 0.8357  -0.961
3 C 1.4783 0.1427 0.7179  0.544
4 H 0.7612 1.9281 0.0173  0.418
5 C -0.1683 0.2962 -1.0617  0.064
6 H -2.4722 3.1262 1.0622  0.467
7 H 0.7385 -2.6010 -0.5229  0.494
8 H -0.3215 0.9922 -1.8775  0.183
9 H 1.8145 0.7523 1.5741  0.111
10 O -0.1692 -2.8892 -0.3519  -0.969
11 N 0.7151 0.9289 -0.1048  -0.647
12 O -1.3949 -0.0508 -0.4215  -0.732
13 H 0.3296 -0.5481 -1.5423  0.187
14 O 1.9136 -0.9533 0.4447  -0.625
15 H -1.1258 -0.9167 -0.0686  0.498
16 H -0.1756 -3.8213 -0.5909  0.477

Forces on the atoms, in the same order (eV/Å):
H 0.35 -0.12 -0.12
O -0.21 -0.26 -0.02
C 1.09 1.81 -0.82
H -0.61 -0.12 0.24
C 0.22 1.18 -0.28
H -0.03 0.30 0.06
H 0.02 0.13 0.31
H -0.54 0.30 0.06
H 0.11 -0.46 0.28
O 0.16 -0.01 -0.19
N 0.26 -1.27 -0.08
O 1.10 -0.62 -0.55
H -0.13 -0.23 0.49
O -0.74 -0.56 0.37
H -0.89 -0.12 0.20
H -0.15 0.05 0.04

Output
- LUMO: 0.752 eV
- Orbital gap: 10.8728 eV
- Multiplicity: 1
- HOMO: -0.3719 Eh
- Relative energy (zero: lowest compared OMol25 entry of this formula, charge and spin): 0.680 eV

---

# 5
This record from the OMol25 dataset describes a 2-piece molecular cluster, C2H9NOS overall. The level of theory is ωB97M-V/def2-TZVPD.

Each line ends with the natural charge from an NBO analysis.
Element x y z (Å)
1 N 0.1216 0.1371 -0.2665  -0.805
2 H 2.3578 1.8886 -0.4604  0.212
3 H -6.6907 -1.6806 0.3281  0.470
4 H 3.7957 -0.3683 1.2585  0.114
5 C 2.5986 0.8397 -0.3110  -0.500
6 H 1.8576 -0.9318 0.4596  0.185
7 C 1.4545 0.0763 0.3984  -0.238
8 H 1.4026 0.6126 1.3481  0.189
9 H 2.9742 0.3176 -1.2118  0.217
10 H -6.8436 -2.0239 -1.1636  0.469
11 O -6.9465 -1.3202 -0.5253  -0.939
12 H 0.1897 0.8409 -1.0081  0.344
13 S 4.1051 0.8477 0.7818  -0.064
14 H -0.3765 0.7644 0.3723  0.347

Forces on the atoms, in the same order (eV/Å):
N 0.41 1.53 0.53
H -0.06 0.00 -0.37
H 0.02 -0.10 -0.08
H 0.33 0.03 0.14
C 0.77 -0.67 0.05
H -0.59 -0.28 0.49
C 0.90 1.16 -0.80
H -0.07 -0.79 0.36
H -0.75 0.60 0.12
H 0.07 -0.28 -0.09
O -0.10 0.39 0.17
H 0.29 -0.69 -0.53
S -0.68 -0.12 -0.09
H -0.55 -0.76 0.10

Output
- LUMO: 0.924 eV
- Orbital gap: 10.0638 eV
- Multiplicity: 1
- HOMO: -0.3359 Eh
- Relative energy (zero: lowest compared OMol25 entry of this formula, charge and spin): 0.643 eV

---

# 6
This record from the OMol25 dataset describes a 2-piece molecular cluster, C2H9NOS2 overall. The level of theory is ωB97M-V/def2-TZVPD.

Each line ends with the natural charge from an NBO analysis.
Element x y z (Å)
1 H 0.7060 -0.6146 3.5144  0.234
2 S 2.0898 0.6776 1.0310  -0.154
3 H -0.8943 -1.0233 2.8911  0.225
4 H -0.0037 0.7631 -3.1437  0.153
5 H 2.4496 -0.6531 0.9354  0.138
6 H 0.4686 1.4123 -1.7433  0.154
7 H -1.8736 1.4867 -1.0720  0.384
8 H -2.2401 0.2311 -2.0732  0.371
9 N -1.5003 0.6434 -1.5550  -0.879
10 O 0.4123 -0.6334 -1.7367  -0.722
11 S 0.0442 0.5400 1.4196  0.087
12 C 0.0984 -0.8887 2.5474  -0.748
13 H 0.0133 -0.7427 -0.9119  0.464
14 C -0.2097 0.5877 -2.0707  0.067
15 H 0.4394 -1.7861 1.9677  0.225

Forces on the atoms, in the same order (eV/Å):
H -0.75 -0.81 -2.09
S 0.33 -0.35 0.21
H -1.14 -0.34 0.17
H -1.02 -0.73 -0.14
H -0.60 0.78 -0.17
H -0.89 -0.15 0.89
H 1.07 -0.97 -0.71
H -0.26 -0.41 -0.66
N -1.76 1.50 1.29
O 0.57 0.14 -2.07
S 0.67 -0.71 0.15
C 1.73 0.67 1.05
H -0.68 -1.00 2.54
C 2.84 1.57 -1.34
H -0.10 0.79 0.90

Output
- LUMO: 0.459 eV
- Orbital gap: 8.8967 eV
- Multiplicity: 1
- HOMO: -0.3101 Eh
- Relative energy (zero: lowest compared OMol25 entry of this formula, charge and spin): 1.170 eV

---

# 7
This record from the OMol25 dataset describes a 2-piece molecular cluster, C2H9NP overall. The level of theory is ωB97M-V/def2-TZVPD.

Each line ends with the natural charge from an NBO analysis.
Element x y z (Å)
1 H 0.3399 -2.0212 -0.1713  0.261
2 H -0.1146 -0.8941 -1.4919  0.238
3 H -2.3754 -0.8000 0.6879  0.427
4 P 1.6863 0.0349 -0.6095  0.861
5 H -2.7838 0.7849 0.1149  0.429
6 C 0.2947 -0.9853 -0.5017  -1.075
7 H 1.1435 1.3038 -0.9201  -0.002
8 H -0.6154 1.5712 0.6906  0.225
9 H 2.6862 -0.0026 -1.4596  -0.031
10 H -0.4557 0.0142 1.7527  0.219
11 C -0.9619 0.5660 1.0410  0.104
12 H 2.4939 0.2611 0.5029  0.023
13 N -2.1486 0.1864 0.6493  -0.679

Forces on the atoms, in the same order (eV/Å):
H 0.36 0.23 0.11
H -0.76 0.03 -0.38
H -0.32 0.26 0.38
P -1.93 0.58 1.39
H 0.62 -0.37 0.13
C 0.88 0.65 0.57
H 0.43 -0.22 0.05
H -0.37 -0.96 0.82
H 1.79 -0.48 -2.00
H 0.91 -0.85 1.29
C -0.58 0.88 -3.00
H -0.38 -0.10 0.50
N -0.67 0.35 0.14

Output
- LUMO: -4.246 eV
- Orbital gap: 8.3982 eV
- Multiplicity: 1
- HOMO: -0.4647 Eh
- Relative energy (zero: lowest compared OMol25 entry of this formula, charge and spin): 2.168 eV
- Total charge: +1

---

# 8
This record from the OMol25 dataset describes a 2-piece molecular cluster, C2H9NS overall. The level of theory is ωB97M-V/def2-TZVPD.

Each line ends with the natural charge from an NBO analysis.
Element x y z (Å)
1 H 0.9989 2.9035 -0.5890  0.174
2 H 0.7977 0.7398 -1.7230  0.349
3 C 0.1972 2.1882 -0.4363  -0.423
4 H 2.6147 1.0464 -0.1743  0.172
5 H -0.3789 -1.0912 -0.0122  0.172
6 H 2.0914 -0.5867 -0.2490  0.201
7 S -1.3390 -1.8178 0.5735  -0.321
8 C 1.7355 0.4171 0.0112  -0.432
9 N 0.5447 0.7944 -0.7405  -0.621
10 H -0.7278 2.4170 -0.9795  0.206
11 H 1.4962 0.3797 1.0705  0.194
12 H -0.9085 -1.7292 1.8292  0.134
13 H -0.1437 2.1928 0.5942  0.195

Forces on the atoms, in the same order (eV/Å):
H 0.10 0.23 -0.12
H -0.23 -0.05 0.00
C -1.35 -1.03 0.08
H -0.16 0.38 0.23
H 0.06 0.26 0.23
H -0.39 -0.02 -0.10
S -0.54 -0.43 -0.26
C 0.44 -0.69 -0.14
N 0.88 0.36 -0.30
H 0.47 0.34 -0.26
H 0.08 0.23 0.18
H 0.31 0.16 0.09
H 0.30 0.25 0.38

Output
- LUMO: 0.995 eV
- Orbital gap: 10.1549 eV
- Multiplicity: 1
- HOMO: -0.3366 Eh
- Relative energy (zero: lowest compared OMol25 entry of this formula, charge and spin): 0.622 eV

---

# 9
This record from the OMol25 dataset describes C2H9NS as an isolated structure. The level of theory is ωB97M-V/def2-TZVPD.

Each line ends with the natural charge from an NBO analysis.
Element x y z (Å)
1 H 1.8175 0.9742 -0.5283  0.218
2 H 0.2001 -5.9285 -5.5247  0.002
3 H -0.1375 -5.2039 -5.6187  -0.002
4 H -1.6638 -2.7649 -0.4645  0.356
5 C 1.2868 1.7527 1.3921  -0.459
6 N -1.4684 -3.5972 -1.0037  -1.085
7 H -2.0928 -4.3003 -0.7416  0.362
8 H -1.4933 -3.2603 -2.0157  0.367
9 H 1.8801 2.6479 1.2127  0.219
10 H 1.1171 -0.2957 0.4209  0.230
11 H 1.0722 1.7568 2.5338  0.242
12 C 1.1591 0.7642 0.3431  -0.547
13 S -0.3185 1.6534 0.4588  0.096

Forces on the atoms, in the same order (eV/Å):
H -0.59 0.14 0.48
H -0.81 1.73 -0.22
H 0.81 -1.73 0.22
H -0.03 -0.07 0.22
C -1.20 1.77 2.89
N 1.66 2.49 -1.96
H -1.26 -1.13 -0.18
H -0.36 -1.28 1.92
H -0.10 -0.24 -0.49
H -0.11 -0.71 0.89
H 0.57 -1.17 -2.14
C 2.30 -1.07 -1.76
S -0.88 1.26 0.12

Output
- LUMO: 0.771 eV
- Orbital gap: 9.4877 eV
- Multiplicity: 1
- HOMO: -0.3203 Eh
- Relative energy (zero: lowest compared OMol25 entry of this formula, charge and spin): 2.313 eV

---

# 10
This record from the OMol25 dataset describes a 2-piece molecular cluster, C2H9NS overall. The level of theory is ωB97M-V/def2-TZVPD.

Each line ends with the natural charge from an NBO analysis.
Element x y z (Å)
1 H -2.6205 -0.6123 -0.5741  0.349
2 C -2.1595 0.6656 1.0333  -0.415
3 H 1.0322 -1.8017 0.3285  0.225
4 H -2.2054 1.7509 0.9758  0.187
5 N -3.0650 0.1064 -0.0239  -0.838
6 H 2.7569 -1.7833 -0.0633  0.218
7 C 1.9202 -1.1827 0.2782  -0.736
8 H 2.1361 -0.8687 1.2985  0.213
9 S 1.6358 0.2692 -0.7615  -0.043
10 H -3.8163 -0.3769 0.4515  0.345
11 H -1.1363 0.3495 0.8558  0.190
12 H 2.9216 0.7053 -0.7080  0.124
13 H -2.5758 0.3693 1.9916  0.181

Forces on the atoms, in the same order (eV/Å):
H 0.31 0.03 -0.07
C -1.04 -0.16 -1.07
H -0.19 0.02 -0.27
H 0.16 0.09 0.04
N 0.06 0.07 0.55
H -0.04 -0.05 -0.23
C 0.29 0.06 0.63
H -0.01 0.02 0.01
S 0.47 0.02 -0.08
H -0.15 0.08 -0.17
H 0.10 -0.06 0.37
H -0.52 -0.08 -0.05
H 0.57 -0.06 0.34

Output
- LUMO: 0.813 eV
- Orbital gap: 9.9491 eV
- Multiplicity: 1
- HOMO: -0.3358 Eh
- Relative energy (zero: lowest compared OMol25 entry of this formula, charge and spin): 0.641 eV

---

# 11
This record from the OMol25 dataset describes a 2-piece molecular cluster, C2H9NS overall. The level of theory is ωB97M-V/def2-TZVPD.

Each line ends with the natural charge from an NBO analysis.
Element x y z (Å)
1 H 1.6733 -0.6927 -1.5519  0.429
2 H 0.4919 -1.1195 -2.5369  0.419
3 H 0.5761 1.3895 -2.0759  0.215
4 H -0.8519 0.1689 3.5181  0.201
5 C -0.7543 0.1453 2.4345  -0.742
6 C 0.1384 0.6600 -1.3996  -0.430
7 H -0.9395 0.6576 -1.5155  0.234
8 S -0.1215 -1.5101 1.9735  -0.699
9 H 0.0322 0.8798 2.2133  0.168
10 N 0.6535 -0.7036 -1.6263  -0.703
11 H -1.6231 0.4679 1.8623  0.178
12 H 0.2997 -1.3509 -0.8809  0.468
13 H 0.4252 1.0080 -0.4147  0.262

Forces on the atoms, in the same order (eV/Å):
H -0.06 -0.11 0.42
H -0.58 0.20 -0.28
H 0.06 -0.35 -0.44
H -0.61 0.13 -0.06
C 1.24 0.12 -0.36
C -0.34 0.87 -0.15
H -0.02 -0.03 0.15
S 0.02 0.02 -1.13
H -0.10 0.07 0.06
N 0.96 -0.42 0.38
H -0.35 -0.18 0.41
H -0.02 0.19 0.62
H -0.19 -0.51 0.38

Output
- LUMO: -0.519 eV
- Orbital gap: 5.3354 eV
- Multiplicity: 1
- HOMO: -0.2152 Eh
- Relative energy (zero: lowest compared OMol25 entry of this formula, charge and spin): 2.410 eV

---

# 12
This record from the OMol25 dataset describes a 3-piece molecular cluster, C2H9NS overall. The level of theory is ωB97M-V/def2-TZVPD.

Each line ends with the natural charge from an NBO analysis.
Element x y z (Å)
1 S 0.6942 0.8904 1.6184  0.038
2 H -0.4676 -2.0464 -2.0138  0.001
3 H 0.9866 0.6264 -2.3438  0.345
4 H -1.5170 0.5436 0.6989  0.231
5 N 0.8969 1.5356 -1.9236  -1.082
6 H 0.2416 -1.1913 0.5334  0.231
7 H 1.7566 2.0290 -2.1623  0.356
8 C 0.0128 -0.7867 1.5029  -0.490
9 H -1.5462 0.4261 2.5486  0.233
10 H 0.1593 -1.4120 2.3683  0.227
11 C -1.0375 0.2221 1.6216  -0.457
12 H 0.8364 1.3558 -0.9295  0.368
13 H -1.0162 -2.1926 -1.5190  -0.001

Forces on the atoms, in the same order (eV/Å):
S -0.25 -0.01 0.46
H -0.29 -0.08 0.26
H -0.05 -0.32 -0.32
H -0.27 -0.23 0.35
N 0.02 0.06 -0.36
H -0.30 -0.45 -0.07
H -0.25 -0.07 0.42
C 0.20 0.05 0.30
H -0.14 -0.33 0.07
H 0.26 -0.21 -0.03
C 0.51 1.15 -1.02
H 0.29 0.33 0.20
H 0.29 0.08 -0.27

Output
- LUMO: 0.956 eV
- Orbital gap: 9.8907 eV
- Multiplicity: 1
- HOMO: -0.3284 Eh
- Relative energy (zero: lowest compared OMol25 entry of this formula, charge and spin): 1.586 eV